Entry 1:
Entry from the OMol25 dataset: a structure of composition C39H48AsF5N6O3S2Si3Tl (ωB97M-V/def2-TZVPD).

Its HOMO energy is -5.11 eV. Its total charge is -1. The frontier orbital gap is 6.9 eV. As for the multiplicity: 1.

Last column: Mulliken charge in e.
Cartesian coordinates (Å):
Tl1 -0.02 -0.19 -0.65  0.60
C1 -0.31 4.91 -1.78  -1.08
Si1 0.13 3.08 -2.07  0.50
C2 2.02 3.05 -1.92  -0.50
C3 -0.35 2.67 -3.84  -0.68
C4 -0.83 2.07 -0.76  1.32
Si2 -2.67 1.84 -1.22  0.27
C5 -3.38 3.53 -1.72  -1.28
C6 -3.04 0.63 -2.59  0.04
C7 -3.62 1.33 0.34  -0.61
Si3 -0.50 2.69 0.98  -0.58
C8 -1.65 4.11 1.52  -1.42
C9 1.25 3.33 1.25  -0.53
C10 -0.69 1.34 2.30  0.05
C11 -0.89 1.65 3.64  -0.58
C12 -0.87 0.64 4.59  -0.86
C13 -0.67 -0.66 4.17  -1.00
C14 -0.48 -0.90 2.82  -0.52
N1 -0.49 0.07 1.91  1.23
H1 0.20 5.52 -2.53  0.42
H2 0.03 5.25 -0.79  0.24
H3 -1.38 5.10 -1.86  0.31
H4 2.40 4.00 -1.53  0.44
H5 2.47 2.88 -2.90  0.52
H6 2.36 2.25 -1.28  -0.66
H7 0.31 3.20 -4.54  0.51
H8 -1.38 2.94 -4.08  0.23
H9 -0.23 1.60 -4.01  -0.14
H10 -2.95 3.90 -2.65  0.31
H11 -3.20 4.29 -0.95  0.29
H12 -4.46 3.44 -1.86  0.45
H13 -2.40 0.79 -3.46  -0.08
H14 -4.08 0.72 -2.91  0.67
H15 -2.89 -0.39 -2.26  -0.29
H16 -3.87 2.19 0.97  0.39
H17 -3.05 0.62 0.94  -0.17
H18 -4.56 0.84 0.06  0.49
H19 -1.79 4.82 0.70  0.39
H20 -1.20 4.65 2.35  0.47
H21 -2.64 3.76 1.83  0.40
H22 1.43 4.27 0.73  0.43
H23 1.98 2.59 0.91  -0.50
H24 1.43 3.49 2.32  0.52
H25 -1.05 2.68 3.93  0.43
H26 -1.02 0.87 5.64  0.45
H27 -0.63 -1.49 4.87  0.51
H28 -0.32 -1.90 2.45  0.27
C15 -4.97 -1.92 4.93  -1.57
C16 -4.39 -2.24 3.57  1.05
C17 -4.89 -1.64 2.42  -0.64
C18 -4.34 -1.92 1.18  -0.39
C19 -3.27 -2.79 1.09  -0.32
C20 -2.77 -3.42 2.22  -0.62
C21 -3.34 -3.14 3.46  -0.60
S1 -2.51 -3.10 -0.50  1.14
O1 -3.26 -2.36 -1.48  -0.81
O2 -2.45 -4.54 -0.65  -0.79
N2 -1.06 -2.41 -0.36  -0.04
C22 0.06 -3.01 0.14  0.15
C23 0.29 -4.39 0.35  -0.66
C24 1.52 -4.79 0.81  -0.96
C25 2.51 -3.85 1.10  -0.64
C26 2.21 -2.53 0.87  -1.09
N3 1.03 -2.13 0.41  0.97
H29 -5.71 -1.12 4.86  0.36
H30 -4.18 -1.59 5.61  0.31
H31 -5.45 -2.79 5.37  0.35
H32 -5.70 -0.92 2.49  0.33
H33 -4.72 -1.48 0.27  0.66
H34 -1.94 -4.11 2.13  0.49
H35 -2.95 -3.63 4.35  0.43
H36 -0.48 -5.09 0.09  0.75
H37 1.72 -5.85 0.94  0.41
H38 3.49 -4.14 1.46  0.46
H39 2.93 -1.74 1.07  0.23
F1 -0.26 -4.59 -6.57  -0.36
C27 -0.22 -3.57 -5.70  0.69
C28 0.47 -3.68 -4.51  0.04
F2 1.12 -4.82 -4.23  -0.35
C29 0.50 -2.63 -3.61  -0.67
F3 1.26 -2.76 -2.51  -0.15
C30 -0.18 -1.41 -3.81  0.24
O3 -0.17 -0.41 -2.99  0.21
C31 -0.85 -1.34 -5.05  -0.09
F4 -1.50 -0.20 -5.37  -0.38
C32 -0.87 -2.38 -5.97  0.13
F5 -1.52 -2.22 -7.13  -0.34
N4 2.32 -0.07 -1.16  -0.27
C33 2.98 -0.84 -1.74  0.43
C34 3.77 -1.74 -2.43  0.77
C35 3.62 -1.88 -3.82  -0.32
N5 3.51 -2.01 -4.97  -0.67
C36 4.69 -2.57 -1.75  0.11
N6 5.45 -3.24 -1.20  -0.70
C37 4.90 2.43 0.91  -0.91
As1 4.82 1.05 2.28  0.65
C38 5.81 -0.42 1.51  -0.87
C39 6.04 1.73 3.65  -1.17
S2 2.98 0.61 3.12  -0.47
H40 5.94 2.64 0.69  0.51
H41 4.39 3.33 1.27  0.32
H42 4.40 2.07 0.01  0.10
H43 6.80 -0.08 1.20  0.43
H44 5.28 -0.80 0.64  0.06
H45 5.91 -1.22 2.24  0.35
H46 7.01 1.97 3.22  0.38
H47 6.15 0.97 4.42  0.34
H48 5.60 2.62 4.10  0.34

=====

Entry 2:
Entry from the OMol25 dataset: a cluster of 2 separate species, C39H48BClO10S in total (ωB97M-V/def2-TZVPD).

Its HOMO energy is -9.16 eV. The frontier orbital gap is 8.3 eV. As for the multiplicity: 1.

Last column: Mulliken charge in e.
Cartesian coordinates (Å):
C1 3.28 -4.17 3.65  -1.20
C2 1.78 -3.98 4.00  -0.43
C3 0.96 -3.50 2.76  -0.28
C4 -0.47 -3.00 3.22  -0.84
C5 -0.81 -1.48 3.00  0.45
C6 -2.37 -1.34 2.79  -1.04
C7 -2.87 -0.04 2.08  -0.48
C8 -2.38 1.29 2.76  -0.53
C9 -1.24 2.04 1.99  -0.12
C10 -1.76 3.44 1.49  -1.74
C11 -2.47 3.33 0.14  0.25
C12 -3.86 3.50 0.12  0.49
C13 -4.73 3.83 1.33  -1.73
B1 -5.54 2.59 1.93  0.69
O1 -6.09 2.74 3.19  -0.54
O2 -5.77 1.41 1.26  -0.59
C14 -4.53 3.37 -1.09  -0.69
C15 -3.89 3.09 -2.28  0.55
C16 -4.76 2.96 -3.54  -1.30
O3 -5.08 1.58 -3.86  -0.31
C17 -6.45 1.42 -3.60  0.51
C18 -6.81 1.09 -2.14  -0.69
O4 -7.26 1.55 -4.44  -0.51
C19 -2.51 2.95 -2.26  0.26
C20 -1.80 3.08 -1.06  0.91
C21 -0.29 2.94 -1.11  -0.07
O5 0.40 3.49 -0.31  -0.57
C22 0.32 2.13 -2.23  -0.57
C23 1.55 1.56 -2.11  0.57
C24 2.39 1.73 -0.88  0.28
C25 2.22 1.03 0.30  0.30
C26 3.07 1.27 1.37  -0.87
C27 4.10 2.19 1.30  -0.60
C28 4.28 2.89 0.10  -0.72
C29 3.44 2.65 -0.96  -0.42
C30 2.10 0.83 -3.16  -0.80
C31 1.40 0.64 -4.34  -0.87
C32 0.14 1.23 -4.48  0.63
C33 -0.58 0.99 -5.81  -0.94
C34 -0.18 1.97 -6.92  0.40
O6 0.79 1.82 -7.56  -0.42
Cl1 -1.19 3.39 -7.36  -0.18
C35 -0.39 1.97 -3.44  0.78
C36 -1.74 2.67 -3.54  -0.13
O7 -2.15 3.02 -4.61  -0.52
H1 3.41 -4.97 2.91  0.31
H2 3.68 -3.25 3.20  0.20
H3 3.90 -4.38 4.54  0.36
H4 1.72 -3.23 4.81  0.41
H5 1.42 -4.95 4.36  0.25
H6 0.87 -4.33 2.05  0.35
H7 1.48 -2.64 2.32  0.03
H8 -1.20 -3.61 2.66  0.33
H9 -0.56 -3.22 4.30  0.38
H10 -0.26 -1.06 2.15  -0.34
H11 -0.57 -0.95 3.93  0.27
H12 -2.66 -2.20 2.17  0.50
H13 -2.79 -1.42 3.80  0.21
H14 -2.61 -0.07 1.01  0.42
H15 -3.98 -0.06 2.13  0.09
H16 -2.09 0.99 3.78  0.67
H17 -3.26 1.96 2.85  0.03
H18 -0.39 2.17 2.69  0.40
H19 -0.92 1.40 1.15  -0.07
H20 -0.89 4.11 1.43  0.61
H21 -2.42 3.80 2.28  0.47
H22 -4.19 4.35 2.13  0.46
H23 -5.49 4.55 0.98  0.53
H24 -6.16 3.68 3.38  0.32
H25 -6.66 1.10 1.45  0.25
H26 -5.62 3.51 -1.10  0.45
H27 -5.70 3.50 -3.31  0.48
H28 -4.33 3.48 -4.40  0.49
H29 -7.29 1.99 -1.74  0.17
H30 -5.88 0.94 -1.57  0.23
H31 -7.48 0.23 -2.05  0.40
H32 1.43 0.29 0.37  0.53
H33 2.95 0.75 2.32  0.46
H34 4.79 2.38 2.12  0.42
H35 5.09 3.62 0.07  0.38
H36 3.60 3.19 -1.89  0.44
H37 3.09 0.39 -3.07  0.49
H38 1.88 0.05 -5.13  0.41
H39 -1.66 0.94 -5.61  0.38
H40 -0.27 -0.01 -6.16  0.49
C37 7.61 -7.48 0.99  -0.98
C38 8.15 -6.27 0.25  -0.37
O8 7.09 -5.41 -0.20  -0.27
S1 6.40 -4.44 0.86  1.21
C39 5.56 -3.41 -0.29  -0.95
O9 7.42 -3.67 1.51  -0.67
O10 5.44 -5.17 1.61  -0.55
H41 7.16 -7.19 1.94  0.29
H42 8.42 -8.19 1.20  0.39
H43 6.85 -7.99 0.41  0.26
H44 8.86 -5.71 0.86  0.33
H45 8.68 -6.60 -0.64  0.27
H46 6.30 -2.90 -0.90  0.35
H47 4.97 -2.70 0.28  0.34
H48 4.91 -4.04 -0.90  0.34

=====

Entry 3:
Entry from the OMol25 dataset: a structure of composition C39H48CaIOP2S (ωB97M-V/def2-TZVPD).

Its HOMO energy is -9.52 eV. Its total charge is +1. The frontier orbital gap is 7.1 eV. As for the multiplicity: 1.

Last column: Mulliken charge in e.
Cartesian coordinates (Å):
Ca1 -0.06 0.35 0.45  1.24
C1 0.71 2.75 -0.34  1.72
C2 -0.26 2.24 -1.23  -0.33
C3 -1.50 2.23 -0.56  0.59
C4 -1.29 2.69 0.77  -0.09
C5 0.08 3.02 0.89  0.93
C6 0.61 3.84 2.04  -1.72
C7 -2.36 2.98 1.79  -1.83
C8 -2.84 1.92 -1.18  -1.66
C9 -0.05 1.89 -2.68  -1.62
C10 2.11 3.14 -0.75  -1.82
H1 0.37 3.42 3.01  0.25
H2 0.17 4.84 2.00  0.43
H3 1.70 3.96 1.98  0.44
H4 -3.33 2.63 1.44  0.38
H5 -2.44 4.05 1.96  0.42
H6 -2.16 2.51 2.75  0.26
H7 -3.34 2.83 -1.54  0.31
H8 -3.53 1.44 -0.48  0.39
H9 -2.73 1.27 -2.05  0.43
H10 -0.61 1.00 -2.98  0.24
H11 1.00 1.71 -2.89  0.32
H12 -0.37 2.71 -3.33  0.39
H13 2.70 2.30 -1.13  0.06
H14 2.65 3.59 0.08  0.48
H15 2.07 3.89 -1.54  0.38
I1 -2.32 -1.40 -0.99  0.19
C11 -1.76 -3.42 -0.79  0.42
C12 -1.65 -4.04 -2.00  -0.71
C13 -1.53 -5.45 -2.06  -0.98
C14 -1.65 -6.17 -0.92  -0.87
C15 -1.80 -5.54 0.34  0.53
C16 -2.04 -6.34 1.48  -0.88
C17 -2.24 -5.77 2.69  -1.27
C18 -2.07 -4.39 2.84  0.01
C19 -1.79 -3.56 1.78  0.60
P1 -1.15 -1.89 2.22  1.66
C20 0.13 -2.40 3.45  0.68
C21 0.96 -3.49 3.20  -0.83
C22 1.98 -3.82 4.08  -0.79
C23 2.18 -3.07 5.22  -0.64
C24 1.38 -1.97 5.47  -1.09
C25 0.38 -1.62 4.58  -0.77
C26 -2.48 -1.18 3.26  1.32
C27 -2.74 -1.57 4.58  -0.14
C28 -3.80 -1.02 5.28  -1.01
C29 -4.62 -0.07 4.67  -0.68
C30 -4.37 0.33 3.37  -0.54
C31 -3.30 -0.22 2.67  -0.70
C32 -1.76 -4.11 0.46  0.10
H16 -1.71 -3.47 -2.91  0.61
H17 -1.43 -5.94 -3.02  0.42
H18 -1.66 -7.25 -0.96  0.40
H19 -2.09 -7.42 1.36  0.41
H20 -2.46 -6.38 3.56  0.44
H21 -2.11 -3.97 3.83  0.22
H22 0.79 -4.11 2.32  0.42
H23 2.61 -4.68 3.88  0.47
H24 2.96 -3.34 5.93  0.43
H25 1.52 -1.39 6.37  0.56
H26 -0.25 -0.76 4.78  0.60
H27 -2.10 -2.28 5.08  0.37
H28 -3.99 -1.33 6.30  0.44
H29 -5.45 0.36 5.22  0.41
H30 -4.99 1.08 2.90  0.48
H31 -3.11 0.09 1.65  0.08
O1 1.80 0.31 1.92  -1.03
S1 2.45 1.27 2.92  0.48
C33 3.44 0.21 4.02  -0.11
C34 4.85 0.77 4.06  -0.85
C35 5.16 1.16 2.61  -0.75
C36 3.95 1.95 2.13  -0.29
H32 3.38 -0.76 3.53  -0.02
H33 2.95 0.15 4.99  0.33
H34 5.55 0.05 4.46  0.38
H35 4.89 1.66 4.69  0.35
H36 5.29 0.25 2.01  0.24
H37 6.07 1.74 2.53  0.48
H38 3.76 1.88 1.06  -0.10
H39 4.01 3.00 2.42  0.54
C37 2.48 -2.70 -0.31  -1.07
P2 1.85 -1.26 -1.23  1.16
C38 1.42 -2.00 -2.84  -1.19
C39 3.41 -0.40 -1.65  -1.26
H40 3.30 -3.18 -0.85  0.56
H41 1.67 -3.43 -0.17  0.21
H42 2.82 -2.37 0.67  0.15
H43 2.27 -2.55 -3.25  0.44
H44 1.13 -1.22 -3.55  0.38
H45 0.59 -2.69 -2.71  0.11
H46 4.09 -1.08 -2.16  0.51
H47 3.87 -0.05 -0.73  0.11
H48 3.21 0.45 -2.29  0.31

=====

Entry 4:
Entry from the OMol25 dataset: a structure of composition C39H48CoF3N2O2P2S (ωB97M-V/def2-TZVPD).

Its HOMO energy (alpha / beta) is -4.09 / -4.06 eV. Its total charge is -1. The frontier orbital gap (alpha / beta) is 6.7 / 6.6 eV. As for the multiplicity: 2. As for the expectation value of S²: 0.7702.

Last column: Mulliken spin population.
Cartesian coordinates (Å):
Co1 0.36 -0.30 -0.89  0.98
C1 0.03 1.73 -4.64  0.00
C2 -0.89 2.13 -3.49  -0.01
C3 -0.30 3.34 -2.77  0.00
P1 -1.23 0.66 -2.36  -0.01
C4 -2.52 -0.22 -3.40  -0.01
C5 -3.57 -0.90 -2.51  0.00
C6 -1.84 -1.28 -4.28  0.00
C7 -2.21 1.49 -1.07  -0.01
C8 -3.28 2.32 -1.38  0.00
C9 -3.87 3.16 -0.45  0.00
C10 -5.05 4.02 -0.80  0.00
C11 -3.28 3.20 0.82  0.00
C12 -2.25 2.36 1.16  0.00
C13 -1.74 1.39 0.26  0.02
N1 -0.76 0.47 0.58  -0.04
C14 -0.53 0.07 1.88  0.01
C15 -1.49 0.13 2.91  0.00
C16 -1.20 -0.23 4.21  0.00
C17 0.06 -0.72 4.56  0.00
C18 0.39 -1.09 5.98  0.00
C19 0.97 -0.90 3.53  0.00
C20 0.71 -0.52 2.22  0.00
P2 1.86 -0.84 0.84  -0.01
C21 3.33 0.23 1.23  0.00
C22 4.46 -0.04 0.23  0.00
C23 3.85 0.25 2.67  0.00
C24 2.42 -2.62 0.94  -0.01
C25 2.93 -3.03 -0.45  0.00
C26 3.42 -3.05 2.01  0.00
H1 0.31 2.61 -5.22  0.00
H2 -0.45 1.03 -5.33  0.00
H3 0.94 1.27 -4.26  0.00
H4 -1.87 2.41 -3.89  0.00
H5 0.75 3.18 -2.55  0.00
H6 -0.83 3.57 -1.84  0.00
H7 -0.38 4.21 -3.43  0.00
H8 -3.00 0.52 -4.04  0.00
H9 -3.07 -1.58 -1.82  0.00
H10 -4.26 -1.48 -3.12  0.00
H11 -4.14 -0.17 -1.93  0.00
H12 -1.38 -2.04 -3.65  0.00
H13 -1.07 -0.86 -4.92  0.00
H14 -2.58 -1.78 -4.91  0.00
H15 -3.65 2.34 -2.40  0.00
H16 -5.33 3.89 -1.84  0.00
H17 -4.83 5.08 -0.63  0.00
H18 -5.92 3.77 -0.18  0.00
H19 -3.65 3.91 1.55  0.00
H20 -1.79 2.46 2.14  0.00
H21 -2.50 0.43 2.67  0.00
H22 -1.97 -0.15 4.97  0.00
H23 -0.31 -0.63 6.68  0.00
H24 1.40 -0.76 6.24  0.00
H25 0.35 -2.18 6.13  0.00
H26 1.92 -1.38 3.76  0.00
H27 2.94 1.23 1.03  0.00
H28 4.98 -0.97 0.46  0.00
H29 5.19 0.77 0.27  0.00
H30 4.08 -0.09 -0.79  0.00
H31 4.24 -0.72 2.99  0.00
H32 3.08 0.57 3.36  0.00
H33 4.67 0.97 2.72  0.00
H34 1.47 -3.12 1.12  0.00
H35 3.94 -2.63 -0.63  0.00
H36 2.28 -2.67 -1.24  0.00
H37 2.98 -4.12 -0.52  0.00
H38 4.39 -2.57 1.87  0.00
H39 3.57 -4.13 1.91  0.00
H40 3.06 -2.86 3.02  0.00
F1 -1.44 -5.46 -2.28  0.00
C27 -2.57 -4.94 -1.75  0.01
F2 -3.05 -4.04 -2.63  0.00
F3 -3.47 -5.97 -1.75  0.00
C28 -2.37 -4.40 -0.37  -0.01
C29 -3.09 -4.96 0.67  0.00
C30 -2.86 -4.55 1.97  0.00
C31 -1.86 -3.62 2.17  0.00
N2 -1.17 -3.06 1.19  0.00
C32 -1.41 -3.38 -0.09  0.00
S1 -0.56 -2.58 -1.35  0.03
H41 -3.83 -5.72 0.45  0.00
H42 -3.43 -4.96 2.80  0.00
H43 -1.57 -3.32 3.17  0.00
O1 3.51 1.62 -2.98  0.00
C33 2.70 1.49 -2.07  0.00
O2 1.80 0.59 -2.00  0.03
C34 2.79 2.48 -0.91  0.01
C35 3.98 3.18 -0.72  0.00
C36 4.11 4.06 0.34  0.00
C37 3.05 4.27 1.22  0.00
C38 1.86 3.59 1.02  0.00
C39 1.73 2.70 -0.03  0.00
H44 4.79 3.01 -1.42  0.00
H45 5.05 4.59 0.49  0.00
H46 3.16 4.97 2.04  0.00
H47 1.02 3.75 1.69  0.00
H48 0.81 2.15 -0.16  0.01

=====

Entry 5:
Entry from the OMol25 dataset: a structure of composition C39H48INO4PSSiZr (ωB97M-V/def2-TZVPD).

Its HOMO energy (alpha / beta) is -11.91 / -13.16 eV. Its total charge is +2. The frontier orbital gap (alpha / beta) is 6.0 / 7.2 eV. As for the multiplicity: 2. As for the expectation value of S²: 0.7544.

Last column: Mulliken spin population.
Cartesian coordinates (Å):
Zr1 1.06 -0.62 -0.13  0.79
I1 3.61 0.81 0.68  -0.02
C1 4.12 0.94 2.66  0.00
C2 5.46 1.21 2.73  0.00
C3 6.07 1.42 3.98  0.00
C4 5.31 1.36 5.09  0.00
C5 3.92 1.08 5.03  0.00
C6 3.20 1.05 6.25  0.00
C7 1.87 0.76 6.27  0.00
C8 1.22 0.49 5.05  -0.01
C9 1.85 0.51 3.84  0.01
P1 0.67 0.10 2.48  0.14
C10 0.04 -1.50 3.04  0.03
C11 0.96 -2.53 2.82  -0.01
C12 0.66 -3.84 3.16  0.00
C13 -0.57 -4.13 3.74  0.01
C14 -1.49 -3.11 3.96  0.00
C15 -1.19 -1.80 3.62  0.02
C16 -0.47 1.50 2.52  0.00
C17 -1.62 1.62 3.30  0.01
C18 -2.29 2.83 3.39  0.00
C19 -1.81 3.95 2.72  0.00
C20 -0.66 3.84 1.94  0.00
C21 0.00 2.62 1.83  -0.01
C22 3.25 0.83 3.79  -0.01
H1 6.05 1.28 1.83  0.00
H2 7.13 1.64 4.03  0.00
H3 5.75 1.54 6.07  0.00
H4 3.74 1.26 7.17  0.00
H5 1.32 0.74 7.20  0.00
H6 0.16 0.24 5.10  0.00
H7 1.93 -2.31 2.40  -0.02
H8 1.38 -4.62 2.99  0.00
H9 -0.81 -5.15 4.02  0.00
H10 -2.45 -3.34 4.41  0.00
H11 -1.93 -1.04 3.78  0.00
H12 -2.00 0.78 3.87  0.00
H13 -3.18 2.91 4.00  0.00
H14 -2.32 4.90 2.81  0.00
H15 -0.28 4.71 1.41  0.00
H16 0.89 2.57 1.23  0.00
C23 -1.28 -3.08 -2.01  0.00
C24 -1.78 -2.04 -1.03  -0.04
C25 -3.18 -1.57 -1.37  0.00
C26 -1.74 -2.55 0.38  0.11
O1 -0.84 -0.82 -1.06  -0.05
Si1 -0.84 0.42 -2.31  0.02
S1 0.96 1.31 -1.72  -0.03
O2 -0.74 -0.46 -3.66  0.01
C27 -1.23 -0.20 -5.03  0.00
C28 -0.56 -1.23 -5.90  0.00
C29 -0.82 1.21 -5.42  0.00
C30 -2.74 -0.37 -5.05  0.00
O3 -2.18 1.27 -2.33  0.00
C31 -2.89 2.40 -1.70  0.00
C32 -1.96 3.59 -1.67  0.00
C33 -3.33 1.99 -0.31  0.01
C34 -4.08 2.64 -2.60  0.00
H17 -1.96 -3.93 -1.96  0.00
H18 -0.29 -3.45 -1.73  0.00
H19 -1.26 -2.70 -3.03  0.00
H20 -3.85 -2.43 -1.29  0.00
H21 -3.26 -1.18 -2.38  0.00
H22 -3.51 -0.80 -0.67  0.00
H23 -2.43 -3.39 0.47  0.00
H24 -2.03 -1.79 1.09  -0.03
H25 -0.76 -2.95 0.67  -0.01
H26 0.52 -1.10 -5.92  0.00
H27 -0.92 -1.15 -6.93  0.00
H28 -0.79 -2.24 -5.55  0.00
H29 0.27 1.33 -5.33  0.00
H30 -1.31 1.96 -4.79  0.00
H31 -1.10 1.42 -6.46  0.00
H32 -3.01 -1.40 -4.81  0.00
H33 -3.11 -0.15 -6.05  0.00
H34 -3.23 0.30 -4.34  0.00
H35 -1.10 3.42 -1.01  0.00
H36 -2.50 4.46 -1.30  0.00
H37 -1.59 3.82 -2.67  0.00
H38 -2.49 1.57 0.27  0.00
H39 -4.13 1.25 -0.35  0.00
H40 -3.70 2.86 0.24  0.00
H41 -3.75 2.93 -3.60  0.00
H42 -4.69 3.46 -2.20  0.00
H43 -4.70 1.75 -2.67  0.00
O4 1.98 -2.35 -0.47  0.01
N1 2.72 -1.90 -1.54  -0.02
C35 4.06 -1.91 -1.41  0.02
C36 4.84 -1.56 -2.47  0.00
C37 4.23 -1.26 -3.69  0.03
C38 2.87 -1.35 -3.82  -0.03
C39 2.11 -1.72 -2.72  0.03
H44 4.42 -2.20 -0.43  0.00
H45 5.91 -1.56 -2.35  0.00
H46 4.84 -0.98 -4.54  0.00
H47 2.36 -1.18 -4.75  0.00
H48 1.04 -1.89 -2.77  0.02